# 1
Density functional theory data (ωB97M-V with the def2-TZVPD basis set) for a molecular structure, C40H33As2CrNO2S2 at a distorted geometry.

Each line ends with the Mulliken charge.
Atoms and positions in Å:
Cr (0.17720, 0.08912, -1.18773)  0.11
C (0.19957, -0.65436, 2.27494)  -1.20
C (-1.11776, 0.10141, 2.21360)  -1.50
As (-1.41576, 1.06704, 0.52444)  1.80
C (-0.53763, 2.77268, 0.81066)  0.80
C (0.84950, 2.75577, 0.95405)  -0.03
C (1.56356, 3.94120, 1.04724)  -0.99
C (0.89104, 5.15287, 0.98580)  -0.57
C (-0.49036, 5.17623, 0.83309)  -0.90
C (-1.20610, 3.99208, 0.73893)  -0.42
C (-3.28625, 1.46686, 0.79474)  0.45
C (-3.63847, 2.16658, 1.94524)  -0.37
C (-4.97616, 2.40838, 2.21631)  -0.81
C (-5.95814, 1.95376, 1.34154)  -0.53
C (-5.60206, 1.26099, 0.19455)  -0.76
C (-4.26369, 1.01548, -0.08154)  -0.42
As (0.50836, -1.63353, 0.60030)  1.69
C (-1.06673, -2.75914, 0.56097)  -0.02
C (-1.90085, -2.72744, -0.55411)  -0.30
C (-3.04724, -3.51315, -0.59246)  -0.79
C (-3.36158, -4.32598, 0.48574)  -0.49
C (-2.53374, -4.35758, 1.60321)  -0.75
C (-1.38738, -3.58026, 1.64114)  -0.45
C (1.87458, -2.86338, 1.19445)  0.36
C (2.92326, -2.40656, 1.98342)  -0.33
C (3.87468, -3.30383, 2.44465)  -0.72
C (3.78273, -4.64906, 2.10992)  -0.56
C (2.74893, -5.09641, 1.29824)  -0.70
C (1.79810, -4.20273, 0.82977)  -0.75
H (0.20146, -1.36971, 3.08917)  0.74
H (1.04255, 0.01570, 2.42797)  0.69
H (-1.20747, 0.81289, 3.02824)  0.70
H (-1.94632, -0.59940, 2.28633)  0.53
H (1.39775, 1.82376, 0.96130)  -0.30
H (2.64018, 3.90333, 1.14526)  0.47
H (1.44210, 6.08433, 1.04077)  0.40
H (-1.01614, 6.12144, 0.77954)  0.42
H (-2.28055, 4.02245, 0.62287)  0.45
H (-2.87679, 2.53520, 2.61891)  0.38
H (-5.25018, 2.95441, 3.11031)  0.43
H (-7.00269, 2.14297, 1.55775)  0.41
H (-6.36560, 0.91105, -0.48912)  0.44
H (-3.98713, 0.47401, -0.97752)  0.48
H (-1.64746, -2.11313, -1.40745)  0.45
H (-3.68523, -3.49654, -1.46747)  0.48
H (-4.25082, -4.94373, 0.45688)  0.41
H (-2.78104, -4.99192, 2.44577)  0.43
H (-0.73462, -3.61781, 2.50399)  0.40
H (3.01292, -1.35689, 2.23178)  0.25
H (4.69184, -2.94969, 3.06111)  0.44
H (4.52376, -5.34975, 2.47786)  0.42
H (2.68416, -6.14264, 1.02402)  0.43
H (0.99679, -4.54728, 0.19062)  0.51
S (0.55853, -1.28763, -3.24497)  -0.33
C (-0.14178, 0.19661, -3.67251)  0.52
N (-0.82629, 0.85814, -2.73755)  0.37
C (-1.30888, 2.09376, -3.20898)  -0.81
C (-2.09126, 3.00681, -2.51643)  0.22
C (-2.46841, 4.17762, -3.14797)  -1.07
C (-2.07813, 4.44219, -4.46021)  -0.57
C (-1.32080, 3.52635, -5.16861)  -0.55
C (-0.95031, 2.34983, -4.53168)  0.82
S (-0.00310, 1.02540, -5.17295)  -0.21
H (-2.40843, 2.79936, -1.50867)  0.39
H (-3.07745, 4.89785, -2.61534)  0.45
H (-2.37230, 5.37003, -4.93424)  0.39
H (-1.01666, 3.72307, -6.18953)  0.40
O (3.50085, 1.60473, 0.04086)  -0.60
C (3.21772, 0.58249, -0.53795)  -0.20
O (2.00734, 0.40313, -1.07992)  0.28
C (4.18030, -0.55634, -0.61882)  0.13
C (5.36250, -0.46008, 0.10968)  -0.56
C (6.27855, -1.49798, 0.08466)  -0.61
C (6.02034, -2.63250, -0.67585)  -0.43
C (4.84873, -2.72434, -1.41516)  -0.75
C (3.92824, -1.68654, -1.38512)  0.40
H (5.54388, 0.43514, 0.69088)  0.48
H (7.19870, -1.42283, 0.65052)  0.43
H (6.73715, -3.44459, -0.69795)  0.44
H (4.65756, -3.60417, -2.01989)  0.43
H (3.02034, -1.74558, -1.96628)  0.23

Its LUMO energy (alpha / beta) is -4.06 / -3.13 eV. As for the net charge: +1. The spin multiplicity is 4. As for the HOMO-LUMO gap (alpha / beta): 6.87 / 7.82 eV. The calculation puts the HOMO energy (alpha / beta) at -10.93 / -10.94 eV. The energy relative to the best compared isomer or geometry (same formula, charge and spin) is 0.0 kcal per mole. The calculation puts the calculated total energy at -219365.8292 eV. Its expectation value of S² is 3.8281.

# 2
Density functional theory data (ωB97M-V with the def2-TZVPD basis set) for 2 unconnected molecules or ions with the total composition C3H6F2S at a distorted geometry.

Each line ends with the Mulliken charge.
Atoms and positions in Å:
C (-0.70119, 0.76378, -0.05116)  -0.78
C (-1.33880, -0.62726, 0.14927)  0.37
F (-0.46899, -1.46962, 0.83832)  -0.27
C (-2.56077, -1.03157, -0.19871)  -0.15
F (-3.42194, -0.32150, -0.83493)  -0.22
H (-1.27281, 1.46260, -0.72135)  0.28
H (-0.61814, 1.15522, 0.92447)  0.27
H (0.21190, 0.50843, -0.56678)  0.22
H (-2.95214, -2.08143, 0.11137)  0.29
S (3.73482, -0.48743, -0.58161)  -0.26
H (4.41774, 0.14578, 0.18401)  0.11
H (2.55938, -0.58606, 0.23920)  0.14

Its LUMO energy is 0.80 eV. As for the net charge: 0. As for the HOMO-LUMO gap: 10.36 eV. The calculation puts the HOMO energy at -9.56 eV. The energy relative to the best compared isomer or geometry (same formula, charge and spin) is 45.0 kcal per mole. The calculation puts the calculated total energy at -19476.5547 eV.

# 3
Density functional theory data (ωB97M-V with the def2-TZVPD basis set) for 11 unconnected molecules or ions with the total composition C39H72F21N4O21S7 at a distorted geometry.

Each line ends with the Mulliken charge.
Atoms and positions in Å:
C (0.56576, 16.97375, -3.25972)  -1.31
C (-0.66556, 17.53367, -3.96874)  -0.27
C (-1.34226, 18.62483, -3.16130)  -0.86
N (-2.71586, 19.01520, -3.71769)  0.46
C (-2.72908, 19.15789, -5.19535)  -0.91
C (-3.19476, 20.32881, -3.14057)  -0.73
C (-3.55474, 19.95681, -1.72428)  0.17
C (-4.18011, 18.56207, -1.83987)  -0.73
C (-3.76614, 18.02622, -3.22326)  -0.70
H (1.29924, 17.77112, -3.11486)  0.34
H (1.09226, 16.19720, -3.80637)  0.47
H (0.34629, 16.66475, -2.23734)  0.07
H (-1.35842, 16.79902, -4.39029)  0.44
H (-0.35014, 18.09641, -4.85423)  0.33
H (-0.80959, 19.56442, -3.31750)  0.34
H (-1.49219, 18.40670, -2.10687)  0.53
H (-1.79361, 19.59229, -5.54633)  0.17
H (-3.54512, 19.65027, -5.72191)  0.37
H (-2.80559, 18.17048, -5.66579)  0.40
H (-4.05540, 20.67236, -3.71459)  0.39
H (-2.46285, 21.12840, -3.26911)  0.48
H (-4.24473, 20.65649, -1.25457)  0.71
H (-2.65819, 19.97733, -1.10830)  -0.76
H (-5.25984, 18.50499, -1.74467)  0.39
H (-3.68806, 17.93372, -1.10298)  0.37
H (-4.51687, 18.08278, -4.01142)  0.41
H (-3.29105, 17.05022, -3.28886)  0.43
C (-0.15502, 21.73057, -0.13667)  -1.38
C (0.52232, 21.79539, 1.21833)  2.08
C (-0.47346, 22.12484, 2.34405)  -0.13
N (0.12705, 22.34680, 3.73707)  0.83
C (1.11601, 23.45950, 3.80264)  -0.84
C (0.77165, 21.08403, 4.33512)  -0.73
C (0.64520, 21.24506, 5.83405)  0.07
C (-0.53373, 22.19953, 6.12433)  -0.27
C (-0.99690, 22.58459, 4.71616)  1.29
H (-0.93826, 20.95974, -0.14556)  -0.29
H (0.57284, 21.50968, -0.91456)  0.57
H (-0.68450, 22.65550, -0.37823)  0.59
H (1.26359, 22.59626, 1.20162)  -0.70
H (1.06687, 20.86815, 1.37694)  -0.56
H (-1.27279, 21.39319, 2.43272)  -0.55
H (-0.92674, 23.11508, 2.24962)  0.15
H (0.88944, 24.27853, 3.11123)  0.02
H (2.02672, 23.11096, 3.30728)  0.31
H (1.16559, 23.87331, 4.80129)  0.53
H (1.75691, 21.03786, 3.87866)  1.04
H (0.09505, 20.28812, 4.02108)  -0.38
H (1.52499, 21.61153, 6.34950)  -0.02
H (0.36870, 20.27360, 6.24091)  0.22
H (-0.25878, 23.01757, 6.78399)  0.07
H (-1.30787, 21.61556, 6.62074)  -0.33
H (-1.36297, 23.60783, 4.67009)  0.45
H (-1.83862, 21.93186, 4.48398)  -1.19
C (-4.00174, 20.59472, 8.38775)  -1.40
C (-4.37251, 21.59936, 7.30634)  0.92
C (-5.67955, 21.19048, 6.63257)  -0.90
N (-6.13084, 22.12973, 5.52079)  0.75
C (-6.34568, 23.48513, 6.10973)  -1.16
C (-7.34801, 21.67617, 4.73595)  -0.66
C (-7.08148, 21.83881, 3.23306)  -0.71
C (-5.82260, 22.68965, 3.17862)  -0.65
C (-5.06588, 22.33831, 4.44754)  0.03
H (-4.81971, 20.25946, 9.03161)  0.42
H (-3.30001, 21.04065, 9.09589)  0.24
H (-3.54956, 19.70258, 7.95253)  0.25
H (-3.57202, 21.64549, 6.56961)  -0.63
H (-4.48469, 22.58077, 7.76615)  0.37
H (-6.60797, 21.11974, 7.20632)  0.60
H (-5.59091, 20.18186, 6.22083)  0.27
H (-7.04924, 23.35424, 6.93151)  0.28
H (-6.72471, 24.21560, 5.39821)  0.48
H (-5.41372, 23.89443, 6.48595)  0.36
H (-8.26523, 22.14415, 5.08469)  0.40
H (-7.46035, 20.62093, 4.99327)  0.37
H (-7.94826, 22.36437, 2.83653)  0.34
H (-6.92461, 20.88850, 2.73122)  0.36
H (-5.98604, 23.77182, 3.18529)  0.47
H (-5.25734, 22.57180, 2.25661)  0.46
H (-4.30735, 23.02178, 4.81163)  0.09
H (-4.61310, 21.35456, 4.29624)  -0.39
C (-0.18418, 15.33134, 1.24864)  -1.20
C (0.62159, 15.13791, 2.55314)  -0.71
C (0.65955, 16.44604, 3.32534)  0.27
N (1.63416, 16.53460, 4.46473)  0.91
C (3.06851, 16.33499, 4.09373)  -0.90
C (1.18572, 15.55276, 5.53396)  -0.84
C (1.79735, 16.05529, 6.84161)  -0.96
C (2.07234, 17.52894, 6.60041)  -0.55
C (1.48787, 17.84150, 5.22481)  0.60
H (-0.19763, 14.41555, 0.65589)  0.45
H (0.25273, 16.11340, 0.63406)  0.03
H (-1.22307, 15.51679, 1.53544)  0.33
H (1.61342, 14.94459, 2.14032)  0.34
H (0.36250, 14.27988, 3.17115)  0.47
H (-0.31292, 16.75639, 3.70332)  0.22
H (0.98964, 17.25388, 2.66504)  -0.32
H (3.35724, 17.17401, 3.46437)  0.16
H (3.18441, 15.43519, 3.50288)  0.31
H (3.66648, 16.35756, 4.99852)  0.57
H (1.50623, 14.56819, 5.18613)  0.57
H (0.09753, 15.51009, 5.48780)  0.43
H (2.69848, 15.47543, 7.05766)  0.31
H (1.17450, 15.81460, 7.70354)  0.36
H (3.13300, 17.76784, 6.62113)  0.33
H (1.58804, 18.15705, 7.34474)  0.40
H (2.00097, 18.60893, 4.64845)  -0.09
H (0.42734, 18.09587, 5.26106)  -0.47
C (0.81356, 22.12881, -5.26351)  0.57
F (1.86710, 22.22460, -6.11442)  -0.26
F (0.77080, 20.88394, -4.74312)  -0.19
F (1.05016, 23.01745, -4.27563)  -0.21
S (-0.74090, 22.63491, -6.20022)  1.07
O (-0.47446, 23.95655, -6.71290)  -0.63
O (-0.82610, 21.59181, -7.22902)  -0.71
O (-1.80077, 22.48542, -5.21279)  -0.64
C (2.62688, 18.88840, 0.45433)  0.34
F (3.17657, 19.85975, -0.22797)  -0.19
F (2.63150, 19.13916, 1.76098)  -0.12
F (1.34355, 18.75032, 0.05765)  -0.04
S (3.50636, 17.22534, 0.18248)  1.01
O (4.88962, 17.45895, 0.52039)  -0.71
O (2.79830, 16.39164, 1.13299)  -0.53
O (3.33145, 16.90429, -1.23493)  -0.67
C (-3.22159, 26.18999, 4.36603)  0.61
F (-2.71258, 25.42567, 5.33874)  -0.20
F (-4.57349, 26.06211, 4.40961)  -0.26
F (-2.93712, 27.46387, 4.63168)  -0.25
S (-2.67027, 25.66766, 2.63647)  1.15
O (-1.23252, 25.85188, 2.60921)  -0.65
O (-3.05849, 24.26210, 2.63118)  -0.64
O (-3.37113, 26.56959, 1.76171)  -0.69
C (-3.03187, 18.86524, 2.63702)  0.22
F (-3.64399, 17.85413, 2.02462)  -0.26
F (-1.83572, 19.03390, 2.07538)  0.11
F (-3.73684, 19.98334, 2.47151)  -0.12
S (-2.86691, 18.44118, 4.47588)  0.42
O (-1.80014, 19.26938, 5.01517)  -0.17
O (-4.17962, 18.77259, 4.99342)  -0.67
O (-2.55502, 17.01982, 4.49167)  -0.68
C (3.01156, 24.63554, -0.23264)  0.56
F (2.80666, 23.54690, -0.99685)  -0.24
F (3.44025, 25.56383, -1.08959)  -0.27
F (1.84895, 24.97720, 0.30642)  -0.18
S (4.31895, 24.20763, 1.08392)  1.08
O (4.26068, 25.31860, 2.01971)  -0.72
O (3.82746, 22.95936, 1.62572)  -0.49
O (5.52236, 24.15899, 0.28755)  -0.67
C (-1.22748, 23.77728, 9.98101)  0.58
F (-1.99528, 23.88439, 8.89596)  -0.16
F (-0.49377, 22.66580, 9.85807)  -0.22
F (-0.37076, 24.79218, 10.06945)  -0.26
S (-2.31966, 23.73522, 11.50780)  1.10
O (-2.79309, 25.11372, 11.59422)  -0.69
O (-3.32006, 22.72546, 11.18795)  -0.63
O (-1.42005, 23.33266, 12.57102)  -0.68
C (4.52704, 22.48752, 6.94529)  0.54
F (5.59094, 22.62775, 6.15114)  -0.24
F (4.86604, 22.96241, 8.13596)  -0.24
F (3.49953, 23.14296, 6.42184)  -0.16
S (4.10404, 20.62356, 7.02004)  1.03
O (3.52926, 20.23563, 5.74128)  -0.48
O (5.33834, 19.91930, 7.34831)  -0.72
O (3.11100, 20.50760, 8.08137)  -0.68

Its LUMO energy is 3.58 eV. As for the net charge: -3. As for the HOMO-LUMO gap: 6.53 eV. The calculation puts the HOMO energy at -2.94 eV. The energy relative to the best compared isomer or geometry (same formula, charge and spin) is 0.0 kcal per mole. The calculation puts the calculated total energy at -223487.0487 eV.